# 1
A 13-piece molecular cluster, C53H55F14N3O41P2 overall in a non-equilibrium geometry. Source: the Open Molecules 2025 dataset; level of theory: ωB97M-V/def2-TZVPD.

Structure (XYZ):
```
168
Properties=species:S:1:pos:R:3
C 5.4652 0.5576 4.5822
C 6.4217 0.1346 3.3213
C 7.2080 1.3714 2.5902
C 6.4069 2.8003 2.5732
C 5.1438 2.7360 1.5344
C 3.6708 3.0143 2.1967
C 3.5174 3.9975 3.5414
C 2.1013 4.3000 4.3132
C 0.7544 3.5755 3.6773
C 0.8707 2.6114 2.3135
C 2.3045 2.3116 1.5331
P 2.2993 1.2060 -0.0267
N 3.5922 1.4606 -1.0214
C -0.5900 1.9472 1.8363
O -0.9998 1.8593 0.5707
C -1.5239 1.4522 3.1379
P -2.3699 -0.2440 2.9027
N -3.1241 -0.2471 1.2466
O -3.7128 -0.5059 3.9709
C -1.6170 2.3079 4.3910
N -2.4232 1.7713 5.5413
C -2.6656 2.7625 6.6477
O -1.7512 2.8156 7.6542
F -3.7792 3.7324 6.7329
C -1.6141 0.6456 6.2161
O -0.3509 0.3357 5.9161
F -2.2447 -0.1429 7.3369
C -0.7604 3.7319 4.3727
O -1.2023 4.9153 4.7908
H 5.1330 -0.3885 5.2288
H 4.5184 1.0946 4.1509
H 6.0895 1.2922 5.2822
H 7.2438 -0.6087 3.7623
H 5.7876 -0.4693 2.5360
H 7.3376 1.0508 1.4473
H 8.3045 1.4264 3.0206
H 7.1624 3.6310 2.1712
H 6.1479 3.1050 3.6709
H 5.3137 3.4067 0.5619
H 5.1134 1.6145 1.1256
H 4.4905 4.4937 4.0217
H 2.0328 4.9822 5.2724
H 1.1372 1.5003 -0.8772
H 2.2417 -0.1900 0.3618
H 4.1226 0.5456 -1.1312
H -4.0634 -0.7091 1.3359
H -3.3579 0.7823 1.1100
H -4.2282 0.3661 4.0603
C -4.3464 0.3321 -2.7957
C -4.3224 -0.8065 -3.7573
O -4.1485 -1.9337 -2.9290
C -4.7246 -1.5936 -1.7419
O -5.0182 -2.3940 -0.8695
O -4.9408 -0.2459 -1.6509
F -3.2565 -0.7171 -4.5841
H -3.3442 0.6929 -2.5412
H -4.9396 1.1740 -3.1627
H -5.2408 -0.9184 -4.3434
C 11.3951 -2.5738 2.7685
C 10.5337 -2.1490 1.6287
O 9.6404 -1.2300 2.2154
C 10.3300 -0.6784 3.2531
O 9.9990 0.3454 3.8276
O 11.4434 -1.4087 3.5673
F 9.8186 -3.1916 1.1499
H 10.9571 -3.3933 3.3481
H 12.3969 -2.8693 2.4452
H 11.0778 -1.6633 0.8116
C 5.0451 3.2986 -4.0526
C 5.0778 4.5466 -3.2383
O 6.4418 4.6932 -2.9145
C 7.1156 4.1134 -3.9472
O 8.3040 4.2784 -4.1675
O 6.2953 3.3296 -4.7115
F 4.3817 4.3914 -2.0898
H 4.9808 2.3938 -3.4388
H 4.2225 3.2932 -4.7727
H 4.7275 5.4382 -3.7692
C 9.0532 0.9422 -4.0647
C 9.5715 -0.4460 -4.2262
O 9.1703 -1.0879 -3.0371
C 8.0302 -0.4467 -2.6553
O 7.2415 -0.8838 -1.8339
O 7.8738 0.7435 -3.3115
F 10.9223 -0.4533 -4.2792
H 9.7377 1.5874 -3.5038
H 8.8304 1.4171 -5.0240
H 9.1613 -0.9806 -5.0896
C -1.7667 -0.1726 -7.3478
C -2.3019 -0.6285 -8.6621
O -1.4842 0.0352 -9.5991
C -0.2867 0.2003 -8.9703
O 0.7529 0.4839 -9.5418
O -0.3908 0.0016 -7.6208
F -3.5754 -0.2093 -8.8359
H -2.1959 0.7814 -7.0235
H -1.9189 -0.9125 -6.5575
H -2.2404 -1.7104 -8.8209
C -3.2667 -5.2052 -3.8764
C -3.8019 -5.6612 -5.1907
O -2.9842 -4.9975 -6.1276
C -1.7867 -4.8323 -5.4989
O -0.7471 -4.5487 -6.0704
O -1.8908 -5.0311 -4.1494
F -5.0754 -5.2420 -5.3644
H -3.6959 -4.2513 -3.5521
H -3.4189 -5.9452 -3.0860
H -3.7404 -6.7431 -5.3495
C -4.9600 4.6514 3.7050
C -5.0570 5.8615 2.8401
O -4.9948 5.3381 1.5328
C -5.5272 4.0873 1.6260
O -5.8964 3.4276 0.6688
O -5.6045 3.6645 2.9248
F -3.9918 6.6731 3.0251
H -3.9250 4.3468 3.8928
H -5.4662 4.7846 4.6649
H -5.9850 6.4296 2.9655
C -4.8064 -10.8266 -5.6480
C -3.3845 -11.0202 -5.2450
O -2.9835 -9.7360 -4.8243
C -4.1195 -9.1444 -4.3595
O -4.1340 -8.1420 -3.6646
O -5.2417 -9.8160 -4.7607
F -2.6267 -11.3766 -6.3063
H -4.9101 -10.4732 -6.6794
H -5.4005 -11.7366 -5.5275
H -3.2429 -11.7361 -4.4283
C -8.6432 4.1307 6.0548
C -9.7223 5.0782 6.4542
O -9.1023 6.3409 6.3634
C -8.1537 6.2013 5.3953
O -7.5992 7.1355 4.8407
O -7.9045 4.8856 5.1155
F -10.0904 4.8759 7.7392
H -7.9918 3.8538 6.8906
H -9.0382 3.2180 5.6006
H -10.6042 5.0535 5.8052
C -5.0596 -7.0567 0.2175
C -4.2031 -8.2706 0.0970
O -5.0228 -9.3031 0.5958
C -6.2978 -8.9052 0.3261
O -7.2667 -9.6457 0.3563
O -6.3579 -7.5756 0.0098
F -3.1125 -8.1719 0.8898
H -5.0068 -6.5978 1.2105
H -4.8156 -6.2993 -0.5324
H -3.8987 -8.5051 -0.9286
C -6.3186 8.6507 7.7906
C -5.1395 7.7391 7.8136
O -4.0811 8.5794 8.2145
C -4.6632 9.5381 8.9882
O -4.0487 10.2801 9.7364
O -6.0218 9.5621 8.8295
F -4.8667 7.2723 6.5745
H -6.4141 9.1961 6.8457
H -7.2559 8.1234 7.9876
H -5.2320 6.9032 8.5151
C 2.4067 -4.2893 -6.0405
C 3.1312 -5.5066 -6.5041
O 4.3463 -4.9964 -7.0043
C 4.5803 -3.8654 -6.2814
O 5.6584 -3.2972 -6.2291
O 3.4605 -3.4488 -5.6150
F 2.4696 -6.1038 -7.5206
H 1.8506 -3.7954 -6.8444
H 1.7189 -4.5028 -5.2179
H 3.3359 -6.2357 -5.7129
```

Electronic energy in hartree: -7381.98291
HOMO level in eV: -8.45
LUMO energy in eV: -2.5
Largest force on an atom in hartree/bohr: 0.19505
Kohn-Sham gap in eV: 5.97

# 2
C53H55F18Ge2N5O3RuS2SbSi3 as an isolated structure in a non-equilibrium geometry. Source: the Open Molecules 2025 dataset; level of theory: ωB97M-V/def2-TZVPD.

Structure (XYZ):
```
143
Properties=species:S:1:pos:R:3
Ru -0.9391 0.1240 -0.0755
C -1.6672 3.6818 2.3917
C -2.9360 3.4153 2.8684
C -3.6705 2.3952 2.2848
C -3.1148 1.6828 1.2373
N -1.8737 1.9377 0.7663
C -1.1690 2.9058 1.3553
C -3.8740 0.6403 0.4934
C -5.1589 0.2462 0.8207
C -5.8269 -0.6157 -0.0403
C -5.1912 -1.0417 -1.1915
C -3.8875 -0.6233 -1.4222
N -3.2400 0.1997 -0.6001
H -1.0498 4.4554 2.8230
H -3.3511 3.9859 3.6882
H -4.6645 2.1690 2.6375
H -0.1689 3.0583 0.9738
H -5.6402 0.6014 1.7193
H -6.8316 -0.9435 0.1904
H -5.6773 -1.7011 -1.8960
H -3.3317 -0.9601 -2.2866
F 2.1282 -0.8437 5.1169
C 2.3130 -1.8143 4.2061
C 2.4421 -1.5292 2.8595
C 2.5677 -2.6119 2.0053
F 2.7158 -2.3935 0.7013
C 2.6069 -3.9213 2.4528
F 2.7555 -4.9428 1.6160
C 2.5126 -4.1624 3.8124
F 2.5348 -5.4135 4.2717
C 2.3587 -3.1084 4.6943
F 2.2220 -3.3530 6.0017
Ge 2.6176 0.2635 2.0824
S 1.2217 0.9706 0.6090
C 2.8918 1.4399 3.6607
C 1.9921 2.3903 4.1038
F 0.8292 2.5992 3.4664
C 2.2110 3.1789 5.2212
F 1.3039 4.0840 5.6041
C 3.3786 3.0243 5.9452
F 3.6053 3.7719 7.0223
C 4.3040 2.0772 5.5432
F 5.4249 1.9074 6.2442
C 4.0411 1.3092 4.4221
F 4.9497 0.3686 4.1151
C 4.4169 0.3904 1.2586
C 4.7822 1.6572 0.8300
F 3.9506 2.6954 1.0334
C 5.9935 1.9406 0.2255
F 6.2919 3.1790 -0.1711
C 6.9084 0.9169 0.0491
F 8.0842 1.1603 -0.5245
C 6.5998 -0.3565 0.4928
F 7.4905 -1.3382 0.3524
C 5.3739 -0.5953 1.0942
F 5.1770 -1.8421 1.5443
C -1.2798 -0.3714 4.4238
C -1.2222 0.0652 3.1145
N -1.0629 -0.7531 2.0671
C -0.9789 -2.0607 2.3358
C -1.1085 -2.5992 3.6164
C -1.2279 -1.7297 4.6850
C -1.1067 -4.0745 3.7922
C -2.0970 -4.9182 3.5149
C -3.4820 -4.6027 3.1299
C -4.3272 -5.6267 2.7129
C -5.6197 -5.2847 2.3693
N -6.0683 -4.0321 2.4392
C -5.1861 -3.1409 2.8758
N -3.9282 -3.3498 3.2270
H -1.3680 0.3516 5.2225
H -1.2469 1.1192 2.9038
H -0.8144 -2.7148 1.4955
H -1.3017 -2.1060 5.6972
H -0.1903 -4.5142 4.1644
H -1.8895 -5.9783 3.6042
H -3.9808 -6.6479 2.6456
H -6.3245 -6.0356 2.0322
H -5.5334 -2.1198 2.9532
C -2.6899 4.4487 -3.7954
Si -3.0298 2.8778 -2.8297
C -4.0114 1.7568 -3.9712
C -4.1388 3.4240 -1.4223
Sb -0.7955 1.7389 -2.2235
Si -0.1335 1.0507 -4.6677
C -0.6927 2.3409 -5.9073
C -0.9067 -0.5611 -5.1969
C 1.7277 1.0036 -4.7316
Si 0.6659 3.8916 -2.1139
C 2.3911 3.5632 -1.4790
C -0.2581 5.1390 -1.0265
C 0.9050 4.7267 -3.7747
H -3.6497 4.9008 -4.0592
H -2.1500 4.2563 -4.7184
H -2.1284 5.1794 -3.2158
H -4.7330 2.3624 -4.5249
H -4.5667 0.9904 -3.4294
H -3.3710 1.2517 -4.6933
H -5.0444 3.8375 -1.8740
H -3.6720 4.2111 -0.8264
H -4.4415 2.6233 -0.7514
H -1.7773 2.3805 -6.0055
H -0.2861 2.0477 -6.8792
H -0.3296 3.3414 -5.6878
H -1.9081 -0.3947 -5.5981
H -0.9741 -1.2790 -4.3862
H -0.2948 -1.0026 -5.9878
H 2.1526 1.9757 -4.4726
H 2.0623 0.7396 -5.7380
H 2.1397 0.2684 -4.0302
H 2.4902 2.5894 -1.0063
H 2.6730 4.3166 -0.7413
H 3.0992 3.6183 -2.3079
H -1.1758 4.7437 -0.5904
H -0.5272 6.0147 -1.6194
H 0.3784 5.4808 -0.2077
H 1.5230 4.1368 -4.4506
H 1.4350 5.6620 -3.5719
H -0.0234 4.9772 -4.2801
C 2.7495 -4.3332 -1.6742
Ge 2.9320 -2.7459 -2.7972
C 4.8760 -2.5194 -3.0159
C 2.2394 -3.0503 -4.5996
C 2.3638 -1.0373 -2.0998
H 2.4976 -5.1782 -2.3146
H 1.9691 -4.2319 -0.9277
H 3.7015 -4.5221 -1.1800
H 5.3117 -3.4169 -3.4576
H 5.3519 -2.3590 -2.0462
H 5.1155 -1.6723 -3.6595
H 2.7756 -3.8920 -5.0391
H 2.4166 -2.1707 -5.2187
H 1.1752 -3.2808 -4.5958
H 1.3498 -0.7109 -1.8971
H 3.0951 -0.4541 -1.5457
F -3.1229 -3.7951 -1.6810
C -2.2247 -3.4542 -0.7512
F -2.8353 -2.6478 0.1261
F -1.8565 -4.5570 -0.0911
S -0.7511 -2.6748 -1.5244
O -0.2626 -3.7199 -2.3766
O 0.0587 -2.3010 -0.3617
O -1.2485 -1.4923 -2.2005
```

Electronic energy in hartree: -10503.57062
HOMO level (alpha / beta) in eV: -7.56 / -7.66
LUMO energy (alpha / beta) in eV: -1.0 / -1.0
Relative energy (zero: lowest compared OMol25 entry of this formula, charge and spin) in kJ/mol: 49.4
Spin multiplicity: 2
Largest force on an atom in hartree/bohr: 0.05574
Kohn-Sham gap (alpha / beta) in eV: 6.56 / 6.66

# 3
C53H56ClIN4O2PPdSi as an isolated structure. Source: the Open Molecules 2025 dataset; level of theory: ωB97M-V/def2-TZVPD.

Structure (XYZ):
```
120
Properties=species:S:1:pos:R:3
Pd -1.0143 0.8457 -0.8768
C 1.3264 0.0753 -3.0625
Si 2.1392 0.5767 -1.4526
C 3.1862 2.0920 -1.8241
C 3.3000 -0.8233 -1.0023
N 0.9036 0.8335 -0.2360
C 1.1507 0.8232 1.1296
C 2.4512 1.0101 1.6322
C 2.7576 0.9326 2.9794
C 1.7629 0.6804 3.9092
C 0.4599 0.5276 3.4619
C 0.1572 0.6254 2.1148
O -1.1402 0.4200 1.6524
C -2.2644 0.7066 2.3901
C -2.3614 1.7837 3.2596
C -3.5819 2.0539 3.8631
C -4.6941 1.2627 3.6085
C -4.5789 0.1823 2.7455
C -3.3661 -0.0985 2.1344
H 2.0968 0.0721 -3.8409
H 0.5368 0.7566 -3.3833
H 0.9246 -0.9376 -3.0058
H 3.9760 1.8009 -2.5236
H 3.6793 2.5114 -0.9433
H 2.6068 2.8868 -2.3010
H 3.9210 -1.0376 -1.8785
H 2.7503 -1.7361 -0.7678
H 3.9668 -0.6108 -0.1672
H 3.2461 1.2345 0.9335
H 3.7821 1.0799 3.2983
H 1.9873 0.6064 4.9644
H -0.3353 0.3203 4.1663
H -1.4953 2.3992 3.4574
H -3.6602 2.8916 4.5448
H -5.6388 1.4793 4.0894
H -5.4346 -0.4524 2.5507
H -3.2588 -0.9368 1.4563
I -3.4652 0.7994 -1.6876
C -4.3861 2.2064 -0.4539
C -5.5667 1.7917 0.0875
C -6.4225 2.7213 0.7122
C -6.0901 4.0435 0.6848
C -4.8646 4.4816 0.1200
C -4.5982 5.8698 0.0431
C -3.4372 6.3233 -0.5110
C -2.4551 5.3902 -0.8892
C -2.6451 4.0310 -0.8062
P -1.0362 3.1173 -0.8556
C -0.2174 3.8301 0.5985
C -0.9727 4.3013 1.6714
C -0.3451 4.8073 2.7991
C 1.0399 4.8536 2.8647
C 1.7968 4.3829 1.8018
C 1.1735 3.8648 0.6782
C -0.2160 3.7790 -2.3314
C -0.4858 3.1465 -3.5444
C 0.0771 3.6159 -4.7199
C 0.9171 4.7208 -4.6924
C 1.1824 5.3604 -3.4904
C 0.6167 4.8950 -2.3120
C -3.9254 3.5464 -0.3914
H -5.8697 0.7557 0.0119
H -7.3521 2.3849 1.1500
H -6.7619 4.7914 1.0872
H -5.3460 6.5592 0.4149
H -3.2359 7.3816 -0.6034
H -1.4918 5.7762 -1.1982
H -2.0547 4.2760 1.6377
H -0.9424 5.1703 3.6261
H 1.5288 5.2545 3.7430
H 2.8777 4.4040 1.8503
H 1.7705 3.4764 -0.1344
H -1.1349 2.2790 -3.5687
H -0.1343 3.1156 -5.6557
H 1.3639 5.0836 -5.6088
H 1.8350 6.2232 -3.4657
H 0.8355 5.4017 -1.3810
C 2.5260 -6.1513 2.1855
C 1.0427 -5.9923 1.8355
C 0.5994 -7.2154 1.0213
C 0.2369 -5.9852 3.1412
C 0.8359 -4.6511 1.0599
O 0.9281 -3.5382 1.9646
C 1.8433 -4.3674 -0.0616
C 1.9302 -5.2818 -1.2891
C 2.6466 -4.5372 -2.3879
C 4.0312 -4.4045 -2.3706
C 4.6874 -3.6175 -3.3048
C 3.9449 -2.9577 -4.2702
Cl 4.7493 -1.9333 -5.4208
C 2.5687 -3.0958 -4.3280
C 1.9281 -3.8838 -3.3835
C -0.5990 -4.5510 0.5336
N -0.8207 -3.3362 -0.2461
C -0.7168 -2.0631 0.1240
N -0.9766 -1.2896 -0.9225
C -1.2211 -2.1697 -1.9298
N -1.1352 -3.4206 -1.5586
H 2.6584 -7.0253 2.8246
H 2.9145 -5.2915 2.7385
H 3.1440 -6.2963 1.2978
H 0.8475 -8.1191 1.5807
H 1.0923 -7.2870 0.0531
H -0.4801 -7.2325 0.8611
H 0.4440 -6.9046 3.6915
H -0.8396 -5.9588 2.9598
H 0.4957 -5.1402 3.7758
H 1.8516 -3.3939 2.2003
H 2.8373 -4.2780 0.3863
H 1.6074 -3.3641 -0.4199
H 0.9330 -5.5645 -1.6348
H 2.4652 -6.2034 -1.0523
H 4.6115 -4.9171 -1.6109
H 5.7631 -3.5102 -3.2850
H 2.0093 -2.5867 -5.1014
H 0.8497 -3.9899 -3.4162
H -1.2963 -4.5608 1.3689
H -0.8416 -5.3654 -0.1405
H -0.4509 -1.7424 1.1147
H -1.4519 -1.8762 -2.9414
```

Electronic energy in hartree: -3939.28288
HOMO level in eV: -9.42
Total charge: +1
LUMO energy in eV: -2.8
Relative energy (zero: lowest compared OMol25 entry of this formula, charge and spin) in kJ/mol: 0.0
Largest force on an atom in hartree/bohr: 0.00400
Kohn-Sham gap in eV: 6.66

Q: Look up the electronic energy of the third one.
A: -3939.28288 hartree